(1)
{"formula": "C6H9N3O", "method": "ωB97M-V/def2-TZVPD", "orbital_gap_ha": [0.2683, 0.2484], "energy_ev": -12878.2967, "multiplicity": 3, "s_squared": 2.0467, "total_charge": 0, "lumo_energy_ev": [0.555, -2.637], "elements": ["C", "C", "C", "C", "C", "C", "N", "N", "N", "O", "H", "H", "H", "H", "H", "H", "H", "H", "H"], "positions_angstrom": [[1.62116, 0.06105, -1.26558], [0.74306, -0.96482, -1.09684], [-0.15785, 0.07487, 1.13702], [1.83149, 1.02429, -0.17691], [0.60685, 1.29031, 0.73780], [-0.13311, -0.97110, 0.12782], [-0.65865, 0.05558, 2.30907], [-2.84359, -0.50616, 0.26639], [-2.02190, -0.53664, -0.63807], [-2.04288, -0.44910, -1.87563], [2.14834, 0.17110, -2.19382], [0.96555, -1.92477, -1.75846], [2.61326, 0.47143, 0.43992], [2.11896, 1.92681, -0.63492], [-0.15077, 1.89810, 0.17379], [0.96035, 1.69491, 1.67517], [-0.60730, -2.02700, 0.38526], [-1.21517, -0.76819, 2.47897], [-3.77780, -0.52067, -0.09098]], "lowdin_charge": [-0.130, -0.100, -0.466, -0.188, -0.135, -0.098, 0.148, 0.163, -0.256, 0.071, 0.096, 0.144, 0.152, 0.090, 0.139, 0.107, 0.148, 0.036, 0.079]}

(2)
{"formula": "C8H14BBrO2", "method": "ωB97M-V/def2-TZVPD", "orbital_gap_ha": 0.3500, "smiles": "C1=C(B2OCCCO2)CCC1.Br", "energy_ev": -83337.1920, "total_charge": 0, "lumo_energy_ev": 0.520, "elements": ["C", "C", "B", "O", "C", "C", "C", "O", "C", "C", "C", "H", "H", "H", "H", "H", "H", "H", "H", "H", "H", "H", "H", "H", "Br", "H"], "positions_angstrom": [[-1.87658, -1.50051, -0.30892], [-0.87114, -0.80388, 0.22317], [0.43207, -0.22245, -0.44755], [1.19187, 0.76090, 0.23932], [2.29475, 1.32364, -0.45625], [2.48793, 1.07609, -1.97661], [2.02351, -0.38171, -2.28791], [0.65171, -0.63285, -1.76139], [-1.38900, -0.23923, 1.55445], [-2.71513, -0.94125, 1.88354], [-3.06841, -1.56350, 0.54511], [-1.87628, -2.07359, -1.22287], [3.17154, 0.80365, -0.06029], [2.07664, 2.46906, -0.35164], [1.77769, 1.75808, -2.53694], [3.55276, 1.32150, -2.35056], [1.94368, -0.41324, -3.44656], [2.61683, -1.13841, -1.91743], [-1.71122, 0.79367, 1.42339], [-0.63477, -0.33205, 2.48452], [-3.42570, -0.11180, 2.21433], [-2.42279, -1.74571, 2.52358], [-3.39235, -2.66714, 0.76836], [-3.83414, -0.92115, 0.25182], [1.82750, 3.15519, 2.96748], [1.16904, 2.22671, 2.04583]], "lowdin_charge": [-0.054, -0.078, -0.510, 0.006, -0.209, -0.148, -0.129, 0.060, -0.180, -0.202, -0.209, 0.116, 0.128, 0.152, 0.125, 0.145, 0.149, 0.090, 0.102, 0.156, 0.134, 0.094, 0.148, 0.086, 0.303, -0.277]}

(3)
{"formula": "C12H21FN5O5PS", "method": "ωB97M-V/def2-TZVPD", "orbital_gap_ha": 0.2899, "smiles": "NCC1=C([PH2]=O)C(=O)C(F)=C(CCCS)C1=O.NC(N)=O.NC(N)=O", "energy_ev": -53314.8613, "total_charge": 0, "lumo_energy_ev": -1.456, "elements": ["N", "C", "C", "C", "P", "O", "C", "O", "C", "F", "C", "C", "C", "C", "S", "C", "O", "H", "H", "H", "H", "H", "H", "H", "H", "H", "H", "H", "H", "H", "N", "C", "N", "O", "H", "H", "H", "H", "N", "C", "N", "O", "H", "H", "H", "H"], "positions_angstrom": [[-2.55875, -3.99674, -1.84748], [-1.38102, -4.85209, -1.96477], [-0.21561, -4.40585, -1.13656], [0.58807, -5.20139, -0.42068], [0.34538, -6.98279, -0.23582], [-1.00770, -7.35687, 0.23215], [1.72999, -4.58929, 0.30740], [2.75895, -5.18072, 0.52376], [1.49258, -3.18546, 0.74217], [2.14048, -2.81137, 1.83974], [0.73044, -2.34196, 0.04828], [0.51080, -0.92089, 0.52495], [-0.04272, 0.10610, -0.47501], [-1.09904, 1.01650, 0.13918], [-0.52915, 1.98727, 1.57025], [0.14810, -2.93911, -1.18775], [0.03062, -2.34073, -2.23110], [-2.70807, -3.43458, -2.66972], [-2.55437, -3.40781, -1.02913], [-1.05851, -4.87367, -3.00866], [-1.64355, -5.87462, -1.68582], [0.72352, -7.55429, -1.46296], [1.38601, -7.33991, 0.63011], [-0.15836, -0.99463, 1.38938], [1.45912, -0.55878, 0.92047], [-0.48770, -0.37842, -1.33697], [0.77156, 0.74689, -0.81583], [-1.99331, 0.46845, 0.43529], [-1.39262, 1.77639, -0.58312], [-0.69276, 1.10442, 2.55667], [-1.95144, 5.28364, 0.82108], [-1.81987, 6.00616, 1.97521], [-2.51203, 7.19010, 2.00408], [-1.13548, 5.63420, 2.91043], [-2.49473, 5.59058, 0.03771], [-1.46645, 4.40566, 0.77118], [-2.43753, 7.74218, 2.83702], [-3.08258, 7.51698, 1.24867], [3.21745, 4.99268, -1.15183], [2.52619, 3.96675, -0.56452], [2.33581, 4.07574, 0.78127], [2.10164, 3.01938, -1.20819], [3.57292, 5.78011, -0.64512], [3.36968, 4.93547, -2.14062], [1.82866, 3.32922, 1.22052], [2.65535, 4.84711, 1.33471]], "lowdin_charge": [0.029, -0.213, -0.115, -0.199, 0.731, -0.421, -0.328, 0.126, -0.160, 0.130, -0.041, -0.120, -0.243, -0.529, 0.761, -0.282, 0.138, 0.071, 0.070, 0.136, 0.095, 0.022, 0.022, 0.118, 0.124, 0.094, 0.100, 0.075, 0.067, -0.140, 0.151, -0.687, 0.141, 0.016, 0.091, 0.034, 0.099, 0.087, 0.146, -0.683, 0.157, 0.011, 0.090, 0.099, 0.034, 0.097]}

(4)
{"formula": "C4H13N3", "method": "ωB97M-V/def2-TZVPD", "orbital_gap_ha": 0.3669, "smiles": "NCCNCCN", "energy_ev": -8828.0245, "total_charge": 0, "lumo_energy_ev": 1.084, "elements": ["N", "C", "C", "N", "C", "C", "N", "H", "H", "H", "H", "H", "H", "H", "H", "H", "H", "H", "H", "H"], "positions_angstrom": [[0.14625, 0.78557, 2.54923], [-0.32058, 1.75938, 1.52622], [-1.17098, 1.13805, 0.42347], [-0.28591, 0.48376, -0.56458], [-0.71946, -0.80711, -1.03322], [0.44099, -1.50239, -1.79340], [1.73276, -1.66949, -1.13855], [0.74613, 0.05442, 2.18395], [-0.68889, 0.24409, 2.79973], [-0.85458, 2.50313, 2.10758], [0.58303, 2.11229, 1.01024], [-1.96563, 1.77891, 0.00868], [-1.71169, 0.28382, 0.91808], [0.66641, 0.37259, -0.25362], [-1.64095, -0.72485, -1.64068], [-1.01759, -1.49559, -0.21058], [0.59343, -0.77510, -2.58793], [0.15142, -2.43545, -2.31474], [2.40479, -1.83296, -1.89258], [2.01947, -0.76051, -0.72554]], "lowdin_charge": [-0.018, -0.266, -0.225, -0.088, -0.257, -0.293, -0.023, 0.050, 0.062, 0.102, 0.108, 0.112, 0.103, 0.065, 0.121, 0.109, 0.093, 0.115, 0.071, 0.061]}

(5)
{"formula": "HPS5", "method": "ωB97M-V/def2-TZVPD", "orbital_gap_ha": 0.3042, "smiles": "S=[PH]1SSSS1", "energy_ev": -63481.7491, "total_charge": 0, "lumo_energy_ev": -0.705, "elements": ["S", "P", "S", "S", "S", "S", "H"], "positions_angstrom": [[-0.37012, -2.63980, 0.25447], [0.56601, -0.91776, 0.05559], [1.81779, -0.61946, 1.81482], [3.12098, 0.81089, 0.84224], [3.57815, -0.27257, -0.78440], [1.87284, -0.43854, -1.73535], [0.08403, 0.33298, 0.29373]], "lowdin_charge": [0.104, -0.205, 0.132, 0.012, -0.059, 0.103, -0.087]}

(6)
{"formula": "C5H11NO2", "method": "ωB97M-V/def2-TZVPD", "orbital_gap_ha": 0.3523, "smiles": "N/C=C/CCC=O.O", "energy_ev": -10947.0672, "total_charge": 0, "lumo_energy_ev": 0.847, "elements": ["N", "C", "C", "C", "C", "C", "O", "H", "H", "H", "H", "H", "H", "H", "H", "H", "O", "H", "H"], "positions_angstrom": [[0.07972, 2.14380, 1.97642], [0.45216, 0.80586, 1.61794], [0.84583, 0.42833, 0.38902], [1.04499, -1.00934, 0.08959], [1.08182, -1.19675, -1.45783], [-0.17489, -0.71239, -2.15977], [-1.11356, -0.35202, -1.48994], [0.86669, 2.67704, 2.32836], [-0.23361, 2.59744, 1.12433], [0.28271, 0.06284, 2.41414], [0.88832, 1.25482, -0.30899], [2.00363, -1.44008, 0.42180], [0.27426, -1.71004, 0.42349], [1.96928, -0.67865, -1.85394], [1.20830, -2.28479, -1.59376], [-0.21474, -0.74642, -3.24814], [-3.30333, 0.11559, 0.76316], [-3.24214, -0.69051, 0.25435], [-2.71545, 0.73527, 0.30977]], "lowdin_charge": [0.009, -0.206, -0.139, -0.214, -0.170, -0.234, 0.039, 0.069, 0.062, 0.116, 0.111, 0.116, 0.118, 0.117, 0.118, 0.115, -0.064, 0.016, 0.020]}

Values of maximum force, in order: 4.97; 4.57; 0.51; 2.28; 2.43; 3.07, all in eV Å⁻¹.